DFT (wB97M-V/def2-TZVPD) results for 2 unconnected molecules or ions with the total composition C6H18OP4 in a non-equilibrium geometry.

Properties
* 2S+1: 1
* molar mass: 230.11 g/mol
* frontier orbital gap (spin up / spin down): 8.3734 / 8.3713 eV
* LUMO level (spin up / spin down): -0.015 / -0.015 Ha
* energy relative to the best compared isomer or geometry (same formula, charge and spin): 0.0 kJ/mol

Last column: natural (NBO) charge in e.
Atoms and positions in Å:
1 P 1.5723 -3.2690 -1.0347  1.52
2 P 1.9626 2.7493 2.9308  0.28
3 P -4.5775 0.8081 -1.0792  0.31
4 C 2.6880 -1.9123 -0.6481  -0.80
5 H 0.6978 3.2215 2.6615  -0.04
6 C -3.0858 0.1964 -0.1699  -0.69
7 O 1.3059 -3.5064 -2.4631  -1.10
8 H -0.4217 1.8619 1.6098  0.22
9 H 1.1431 0.4348 2.5903  0.23
10 H 1.5920 0.3234 -1.2750  0.19
11 C 1.5127 1.1935 1.8858  -0.67
12 H -3.8514 1.8045 -1.7090  -0.04
13 H 3.3890 -1.7750 -1.5338  0.25
14 H 0.4390 -3.2082 -0.1771  -0.09
15 H 2.4763 1.0967 1.3715  0.22
16 H -1.7261 1.6017 -0.8806  0.22
17 H -3.1761 0.5924 0.8301  0.22
18 C 0.4022 1.4431 0.8976  -0.65
19 H 1.6202 2.1523 4.1258  -0.03
20 H 0.6525 2.0150 0.0930  0.21
21 H 2.2186 -4.4299 -0.5437  -0.12
22 P -0.3242 -0.2323 0.1985  0.71
23 C -1.7298 0.5564 -0.8185  -0.66
24 H 0.6122 -1.1170 -1.9238  0.21
25 H -4.3090 0.0814 -2.3350  -0.03
26 H -3.1992 -0.8936 0.0207  0.23
27 H 2.9077 -1.4527 0.3122  0.24
28 C 0.9066 -0.4140 -1.2413  -0.56
29 H -1.6980 0.0778 -1.6947  0.21